Formula: C25H42AsN6O2Si3Y
Source: the OMol25 dataset
Level of theory: ωB97M-V with the def2-TZVPD basis set

Properties
ΔE to the lowest compared entry with this formula, charge and spin	0.00	kcal/mol
E	-4599.2259	Eh
HOMO-LUMO gap	9.073	eV
charge	+2

Last column: Löwdin charge in e.
CARTESIAN COORDINATES (ANGSTROEM)
Y1 -0.39328 -0.10892 -0.34791  1.339
As1 -1.89049 2.28742 -1.25938  0.799
Si1 -1.24637 1.66142 -3.42672  0.353
Si2 -4.19708 2.92589 -1.37556  0.293
Si3 -0.59750 4.18656 -0.59230  0.296
O1 1.31405 0.85779 -1.03441  -0.381
O2 0.99189 0.50015 -4.53890  -0.021
N1 -1.92928 -0.73221 3.85137  0.194
N2 0.88558 0.21691 -2.22800  -0.217
N3 2.25737 -3.64929 0.10458  0.197
N4 1.06632 -0.52139 1.67265  -0.112
N5 -1.73979 -0.50743 1.65725  0.042
N6 0.56173 -2.32413 -0.40169  0.052
C1 1.52525 -4.32674 -0.86713  -0.167
C2 0.45883 -3.48320 -1.17452  -0.213
C3 1.69975 -5.56379 -1.47591  0.009
C4 0.36502 -0.99791 2.87999  -0.090
C5 -0.32483 -5.08056 -2.73510  -0.057
C6 -2.18190 0.05195 -3.72686  -0.197
C7 -0.49098 -3.85633 -2.12249  -0.013
C8 -3.09261 -0.41027 2.00085  -0.218
C9 -4.45793 -0.50268 4.02053  0.011
C10 0.60077 1.15427 -3.35456  -0.459
C11 -1.59393 5.74906 -0.72287  -0.204
C12 -5.44333 -0.20957 1.81604  -0.060
C13 -0.19860 3.78578 1.19102  -0.220
C14 -1.50249 2.90383 -4.77837  -0.178
C15 2.17229 -1.40386 1.24564  -0.102
C16 -3.22524 -0.54697 3.38051  -0.167
C17 0.75483 -5.92086 -2.41557  -0.052
C18 -4.40625 4.39161 -2.50063  -0.190
C19 -4.21300 -0.24619 1.19413  -0.035
C20 -5.56203 -0.33021 3.21029  -0.050
C21 1.64563 -2.47504 0.33614  -0.300
C22 -1.10213 -0.71448 2.79099  -0.302
C23 0.93196 4.29844 -1.64187  -0.200
C24 -4.63114 3.34015 0.38736  -0.202
C25 -5.19761 1.51749 -2.08500  -0.206
H1 -1.02589 2.57422 -5.70359  0.051
H2 1.26855 2.00941 -3.24407  0.112
H3 -4.43653 2.51122 1.06824  0.011
H4 0.30891 -0.11113 -4.83824  0.080
H5 -4.06766 4.21071 0.72944  0.023
H6 1.46746 0.39329 1.86191  0.129
H7 1.54014 5.14172 -1.30487  0.051
H8 -6.54495 -0.29640 3.65926  0.118
H9 0.42273 2.88742 1.26060  0.004
H10 -4.55351 -0.60751 5.09251  0.124
H11 -4.98629 0.53397 -1.66845  0.010
H12 -2.56618 3.04383 -4.97783  0.031
H13 0.49503 -2.08054 2.95635  0.144
H14 3.09856 -3.97904 0.55073  0.183
H15 -6.25523 1.73294 -1.90874  0.050
H16 -3.24892 0.25071 -3.83492  0.023
H17 2.88955 -0.79746 0.68883  0.140
H18 2.52824 -6.21456 -1.23234  0.124
H19 0.78682 -0.55983 3.78725  0.144
H20 -3.95596 5.29993 -2.10714  0.016
H21 -1.86251 5.97375 -1.75527  0.033
H22 -1.04068 -5.40712 -3.47664  0.116
H23 1.53566 3.39404 -1.57467  0.013
H24 -1.11185 3.62512 1.76835  0.030
H25 -0.97221 6.57260 -0.35972  0.050
H26 -6.33976 -0.08966 1.22253  0.117
H27 -4.00549 4.20708 -3.49802  0.024
H28 -1.07871 3.87224 -4.50698  0.036
H29 -2.08426 -0.66692 -2.90207  0.005
H30 -5.69306 3.59083 0.45516  0.050
H31 -1.66223 -0.87931 4.81170  0.182
H32 2.69696 -1.84263 2.09840  0.139
H33 -2.50083 5.73169 -0.11745  0.024
H34 1.63079 -0.39551 -2.55753  0.131
H35 -1.86728 -0.45367 -4.64394  0.046
H36 -1.33055 -3.21710 -2.36827  0.103
H37 0.67438 4.48611 -2.68710  0.034
H38 -4.11618 -0.15638 0.12067  0.079
H39 0.35524 4.60369 1.65771  0.046
H40 0.84552 -6.87290 -2.91962  0.118
H41 -5.47926 4.57635 -2.60980  0.053
H42 -5.06311 1.46701 -3.16702  0.029

Formula: C25H42BCl12F9N5O5PS2
Source: the OMol25 dataset
Level of theory: ωB97M-V with the def2-TZVPD basis set

Properties
E	-9211.5123	Eh
HOMO-LUMO gap	7.473	eV

Last column: Löwdin charge in e.
CARTESIAN COORDINATES (ANGSTROEM)
Cl1 -6.74073 -6.75653 -4.43194  0.530
Cl2 9.78080 2.46122 -2.72035  0.541
Cl3 -9.03125 0.72374 -4.69560  0.533
Cl4 -4.73708 -3.69215 -3.55676  0.552
Cl5 8.32596 0.78805 -0.11816  0.531
Cl6 -1.95430 -1.72028 -3.45744  0.574
Cl7 -9.48061 -5.08094 -3.28353  0.575
Cl8 -3.66129 5.04313 -2.35906  0.561
Cl9 4.76342 -2.17888 4.63899  0.546
Cl10 6.89579 -3.04818 2.12709  0.535
Cl11 -11.83172 -1.22716 -4.79914  0.537
Cl12 -2.28448 5.21624 0.76525  0.714
S1 6.26796 0.42749 1.39874  0.829
S2 -1.46382 -3.08790 3.26627  0.915
P1 1.28803 4.86018 1.96543  0.581
F1 -0.59706 -4.28550 3.93359  -0.130
F2 -0.50517 -4.64414 1.38075  0.078
F3 -2.26498 -2.92483 4.67455  -0.139
F4 1.12173 -3.12792 0.07788  0.055
F5 -1.61103 -2.91106 0.61146  0.083
F6 -2.42064 -1.87117 2.65506  -0.176
F7 -0.42184 -1.95330 3.77763  -0.141
F8 -2.64954 -4.14239 2.79109  -0.161
F9 1.69312 -2.95101 2.20553  0.073
O1 2.01061 5.91122 2.73170  -0.279
O2 0.56500 5.47396 0.60726  -0.219
O3 3.82324 4.02011 4.91926  0.122
O4 0.00676 4.34335 2.94917  -0.195
O5 6.09352 4.79760 4.44125  0.086
N1 -1.12069 3.01622 -1.33829  0.021
N2 5.89224 1.99811 1.81435  -0.196
N3 1.04177 2.10647 -1.74292  0.091
N4 4.80554 -0.22302 0.90035  -0.203
N5 -0.86934 0.63233 -1.26301  0.047
C1 -2.19929 -3.27515 -2.62095  -0.656
C2 4.52262 2.06687 1.56659  -0.248
C3 0.62577 -1.02547 1.05794  -0.080
C4 5.62047 -4.06153 2.84545  -0.649
C5 4.55442 4.53086 2.37865  -0.050
C6 -0.69684 -3.27645 1.58633  -0.374
C7 -7.19390 -6.47901 -2.73223  -0.675
C8 4.41509 -3.24652 3.25518  -0.682
C9 -8.69248 -6.49164 -2.53206  -0.652
C10 2.28279 3.34708 1.58638  -0.106
C11 10.60508 1.48097 -1.48224  -0.666
C12 3.88430 0.80477 1.03395  -0.247
C13 9.77177 0.29583 -1.04590  -0.621
C14 -3.11481 6.52424 -0.12088  -0.580
C15 0.08916 2.06031 0.65538  -0.064
C16 2.41748 0.85651 0.74111  -0.085
C17 -9.29061 -0.82911 -3.86080  -0.666
C18 -0.17920 1.90533 -0.92983  -0.585
C19 3.71388 3.31681 1.83141  -0.099
C20 0.68410 -2.58161 1.31298  -0.347
C21 1.63448 2.07543 1.00011  -0.092
C22 -3.04343 -4.23164 -3.43204  -0.645
C23 1.78291 -0.47278 0.15128  -0.102
C24 -4.24670 6.00455 -0.97908  -0.649
C25 -10.14202 -1.77901 -4.67240  -0.675
B1 4.78028 4.44434 3.97288  -0.545
H1 1.16008 1.29063 -2.36087  0.078
H2 4.17916 5.52281 2.01306  0.112
H3 -2.65353 -4.35399 -4.44220  0.072
H4 2.62557 -1.19988 -0.02268  0.115
H5 -0.41041 -0.76561 0.72900  0.094
H6 -10.16409 -2.75643 -4.19066  -0.008
H7 -1.36569 2.83085 -2.31925  0.063
H8 -6.73595 -7.27864 -2.14873  0.073
H9 0.83772 2.88174 -2.38539  0.084
H10 -1.98855 2.80354 -0.82151  0.042
H11 0.76389 -0.55398 2.08040  0.134
H12 -4.93431 5.38548 -0.40338  0.070
H13 6.05073 -4.59737 3.69126  0.069
H14 -1.79140 0.58003 -0.82899  0.083
H15 -1.21007 -3.70410 -2.45551  0.076
H16 -4.80778 6.84258 -1.39363  0.076
H17 -9.75185 -1.90447 -5.68208  0.073
H18 5.33316 -4.79275 2.08907  0.074
H19 10.36096 -0.34864 -0.39222  0.076
H20 -0.39917 3.04411 0.91930  0.060
H21 -8.30550 -1.26746 -3.69540  0.068
H22 -3.50570 7.21301 0.62858  0.081
H23 5.58183 4.40680 1.91431  0.108
H24 4.05239 -2.62868 2.43441  0.040
H25 4.19231 3.19951 5.30670  0.113
H26 -0.42827 5.49018 0.76120  -0.093
H27 -6.75496 -5.53236 -2.41688  0.033
H28 9.43966 -0.29604 -1.89824  0.073
H29 -0.47188 1.27799 1.23149  0.107
H30 -3.05823 -5.21043 -2.95132  0.076
H31 -2.64699 -3.06970 -1.64991  0.054
H32 10.84682 2.13187 -0.64231  0.069
H33 -0.90930 0.47029 -2.27150  0.025
H34 -9.73840 -0.62044 -2.88966  0.069
H35 1.42003 -0.19153 -0.87905  0.095
H36 0.18890 3.41221 3.19695  0.073
H37 -2.36994 7.05342 -0.71484  0.084
H38 6.69926 4.11016 4.09382  0.098
H39 -8.92307 -6.45244 -1.46680  0.074
H40 11.53939 1.13348 -1.92490  0.071
H41 3.60819 -3.91167 3.56426  0.066
H42 -9.14539 -7.39231 -2.94514  0.070

Formula: C25H42BN8O2S3Ti
Source: the OMol25 dataset
Level of theory: ωB97M-V with the def2-TZVPD basis set

Properties
ΔE to the lowest compared entry with this formula, charge and spin	7.26	kcal/mol
E	-3634.5878	Eh
HOMO-LUMO gap	7.122	eV
charge	+3

Last column: Löwdin charge in e.
CARTESIAN COORDINATES (ANGSTROEM)
Ti1 -0.39824 0.16519 -0.49490  0.758
S1 -0.64756 -0.54906 1.88486  0.812
S2 -1.65434 -0.05420 -2.70303  0.813
S3 -2.74868 2.58374 0.38677  1.014
O1 1.23855 0.55713 0.26880  -0.265
O2 -1.69414 1.55732 -0.06029  -0.691
N1 -4.09410 -1.04276 -3.38708  -0.098
N2 0.51248 -1.72584 -1.06603  -0.054
N3 -3.50330 -1.66463 -1.38687  0.024
N4 0.34905 1.76344 -1.90849  -0.080
N5 -2.86096 -1.27829 3.32087  -0.098
N6 3.93959 1.92638 1.89759  -0.013
N7 3.29530 0.90521 1.24567  0.082
N8 -3.06255 -1.69229 1.19283  0.025
C1 2.07344 1.35241 0.89609  -0.347
C2 -3.13937 -0.93797 -2.45443  -0.615
C3 -5.08745 -1.87996 -2.91400  0.006
C4 1.93413 2.66619 1.31473  0.088
C5 -2.24870 -1.18782 2.13108  -0.642
C6 1.85269 -1.79360 -1.73567  -0.180
C7 3.87924 -2.72343 1.61582  -0.040
C8 2.29999 0.49444 -2.88819  -0.160
C9 1.92901 -0.99493 -3.02551  -0.158
C10 -4.09590 -1.87366 3.13829  0.003
C11 3.85726 -0.40531 1.06322  -0.232
C12 3.57125 4.27137 2.56919  0.022
C13 -4.10517 2.31421 -0.71478  -0.204
C14 4.86432 -0.57828 0.12623  -0.022
C15 1.17738 1.48949 -3.13266  -0.205
C16 3.35764 -1.45319 1.81969  -0.005
C17 -4.06110 -0.44742 -4.72741  0.011
C18 4.89054 -2.91853 0.68179  -0.038
C19 5.29652 1.78738 2.44025  0.067
C20 3.14169 2.99583 1.93337  -0.213
C21 5.38864 -1.85044 -0.05517  -0.038
C22 -3.42915 1.96043 1.89505  -0.208
C23 -4.22078 -2.12818 1.81843  -0.005
C24 -4.71816 -2.27140 -1.67710  -0.007
C25 -2.28476 -0.89878 4.61462  0.013
B1 -2.54397 -1.95408 -0.23188  -0.441
H1 0.49718 1.12870 -3.90399  0.094
H2 6.18731 -2.00718 -0.76710  0.124
H3 -3.80230 0.60534 -4.65155  0.088
H4 0.88372 2.38955 -1.31010  0.097
H5 4.46730 4.66819 2.09179  0.108
H6 -5.05084 -0.54763 -5.16177  0.106
H7 -4.90765 2.97687 -0.38581  0.088
H8 -3.78108 2.59932 -1.71315  0.072
H9 -2.63352 1.97328 2.63749  0.068
H10 -5.20517 -2.95428 -1.00496  0.130
H11 -0.47276 2.28730 -2.19506  0.076
H12 -1.67683 -1.71523 4.99759  0.112
H13 3.51405 -3.55595 2.20157  0.121
H14 -3.82237 0.95733 1.72926  0.061
H15 5.23430 0.26320 -0.44635  0.131
H16 -1.67236 -0.01099 4.48115  0.075
H17 6.01887 2.21290 1.74731  0.116
H18 -0.16960 -2.22751 -1.62853  0.081
H19 5.50187 0.73439 2.60224  0.103
H20 -1.71296 -1.06224 -0.37940  -0.031
H21 2.74657 0.68632 -1.90646  0.100
H22 -3.33234 -0.97029 -5.34255  0.108
H23 2.58103 -1.43981 -1.00796  0.088
H24 3.08918 0.72453 -3.60386  0.127
H25 -4.40999 1.26838 -0.67030  0.071
H26 -4.75684 -2.06352 3.96573  0.145
H27 5.32111 2.30730 3.39362  0.108
H28 1.07443 3.30455 1.21319  0.130
H29 -4.22066 2.65334 2.18466  0.090
H30 -3.09738 -0.68367 5.30226  0.107
H31 2.67422 -1.47949 -3.65641  0.127
H32 3.78316 4.12619 3.62899  0.104
H33 1.57175 2.44665 -3.47553  0.132
H34 -1.96858 -3.00292 -0.33454  0.122
H35 0.57018 -2.23742 -0.18504  0.096
H36 0.98890 -1.10633 -3.57485  0.098
H37 2.05342 -2.84922 -1.92166  0.136
H38 -5.03150 -2.59367 1.28862  0.127
H39 2.78004 5.01081 2.47763  0.098
H40 -5.95362 -2.12015 -3.50506  0.145
H41 5.30236 -3.90817 0.53778  0.124
H42 2.58705 -1.27489 2.55937  0.120

Maximum force, respectively: 0.47 3.78 0.97 eV Å⁻¹.